1.
DFT (ωB97M-V with the def2-TZVPD basis set) results for one molecule with the formula ClH5OSi2 in a non-equilibrium geometry.

As for the spin multiplicity: 1. The calculation puts the LUMO energy at 0.030 Eh. Its total energy is -1117.481005 Ha. The energy above the lowest of the compared OMol25 structures with the same formula, charge and spin comes out at 17.4 kcal/mol. The frontier orbital gap comes out at 11.691 eV.

Positions of all 9 atoms, in Å:
1 O 0.042 0.168 0.327
2 Si -1.535 0.516 0.264
3 H -2.235 0.165 1.523
4 Cl 2.832 0.290 0.634
5 H 1.872 -0.262 -1.625
6 H -1.909 -0.416 -0.704
7 Si 1.449 -0.501 -0.345
8 H 1.189 -1.865 0.025
9 H -1.707 1.904 -0.098

***

2.
DFT (ωB97M-V with the def2-TZVPD basis set) results for one molecule with the formula C3H7N3O in a non-equilibrium geometry.

As for the spin multiplicity: 1. The calculation puts the LUMO energy (spin up / spin down) at -0.008 / -0.007 Eh. Its total energy is -357.820851 Ha. The energy above the lowest of the compared OMol25 structures with the same formula, charge and spin comes out at 143.7 kcal/mol. The frontier orbital gap (spin up / spin down) comes out at 7.822 / 7.817 eV.

Positions of all 14 atoms, in Å:
1 H -0.898 1.622 1.806
2 C -0.656 0.245 0.479
3 H 3.080 0.254 -0.168
4 H -1.711 -1.598 0.840
5 C -0.740 -0.076 -1.014
6 H 2.278 0.174 -1.685
7 C -1.217 -0.737 1.272
8 N 1.192 -0.401 -0.098
9 O -0.541 1.556 0.908
10 H -1.647 -0.589 -1.345
11 H -0.546 0.830 -1.602
12 N 0.452 -0.933 -1.063
13 H -1.255 -0.639 2.352
14 N 2.209 0.291 -0.681

***

3.
DFT (ωB97M-V with the def2-TZVPD basis set) results for a 2-piece molecular cluster, C3H10NO overall in a non-equilibrium geometry.

As for the spin multiplicity: 1. The calculation puts the LUMO energy at 0.162 Eh. Its total energy is -250.251991 Ha. The energy above the lowest of the compared OMol25 structures with the same formula, charge and spin comes out at 24.7 kcal/mol. The frontier orbital gap comes out at 6.828 eV. The charge is -1.

Positions of all 15 atoms, in Å:
1 H 0.484 2.876 -0.008
2 C 1.370 0.247 -1.019
3 H 1.264 -0.772 -1.393
4 H 2.018 0.166 -0.139
5 H 1.947 0.728 -1.825
6 N 0.130 0.963 -0.837
7 H -0.869 1.955 0.688
8 H -0.508 -2.816 0.066
9 C -0.608 -2.035 0.870
10 H 0.850 1.562 1.075
11 O -1.289 -0.927 0.499
12 H -0.576 0.233 -0.623
13 H 0.465 -1.819 1.127
14 C 0.139 1.867 0.292
15 H -1.034 -2.595 1.735